Molecular formula: C20H49Cl2N9O9
Method: DFT, ωB97M-V/def2-TZVPD

Last column: Löwdin charge in e.
CARTESIAN COORDINATES (ANGSTROEM)
1 Cl -0.563 -3.078 -2.793  0.553
2 C -0.430 -3.903 -1.187  -0.625
3 C 0.165 -5.278 -1.396  -0.673
4 Cl -0.968 -6.363 -2.209  0.552
5 H -1.339 -3.875 -0.595  0.042
6 H 0.278 -3.219 -0.721  0.039
7 H 0.335 -5.754 -0.429  0.061
8 H 1.124 -5.303 -1.908  0.070
9 O 3.102 1.775 2.262  0.037
10 C 2.712 2.888 1.960  -0.591
11 N 1.519 3.040 1.331  0.119
12 C 3.419 4.170 2.349  -0.015
13 H 1.036 2.189 1.063  -0.059
14 H 1.452 3.816 0.690  0.099
15 H 3.794 4.003 3.358  0.082
16 H 2.809 5.064 2.244  0.064
17 H 4.326 4.303 1.756  0.075
18 O -0.112 1.871 0.640  -0.042
19 C -0.807 0.908 0.289  -0.463
20 N -1.819 0.522 1.094  0.209
21 C -0.694 0.171 -1.021  0.015
22 H -2.233 -0.396 1.036  0.079
23 H -2.084 1.144 1.838  0.097
24 H -1.669 -0.276 -1.227  0.074
25 H -0.042 -0.702 -0.946  0.059
26 H -0.332 0.761 -1.857  0.066
27 O -3.319 -2.082 -0.001  0.016
28 C -4.280 -2.806 0.187  -0.560
29 N -5.452 -2.240 0.614  0.148
30 C -4.394 -4.285 -0.100  0.009
31 H -5.485 -1.261 0.839  0.101
32 H -6.330 -2.725 0.590  0.093
33 H -3.776 -4.850 0.595  0.094
34 H -3.919 -4.417 -1.077  0.085
35 H -5.422 -4.600 -0.250  0.076
36 O -3.004 3.870 3.550  0.021
37 C -3.166 4.098 2.358  -0.589
38 N -4.304 3.698 1.734  0.150
39 C -2.052 4.594 1.485  -0.006
40 H -4.544 4.071 0.832  0.099
41 H -5.015 3.207 2.246  0.106
42 H -2.298 5.514 0.952  0.085
43 H -1.911 3.872 0.673  0.072
44 H -1.108 4.589 2.020  0.077
45 O 1.357 1.133 4.337  0.056
46 C 0.255 1.607 4.538  -0.575
47 N -0.475 2.154 3.536  0.159
48 C -0.345 1.796 5.930  -0.014
49 H -0.142 2.024 2.574  0.063
50 H -1.043 2.960 3.754  0.065
51 H -0.274 2.819 6.302  0.079
52 H 0.165 1.129 6.623  0.075
53 H -1.406 1.542 5.952  0.071
54 O 3.462 -0.679 -3.215  0.009
55 C 2.798 -0.467 -4.222  -0.566
56 N 1.451 -0.552 -4.241  0.167
57 C 3.413 -0.299 -5.582  -0.001
58 H 0.847 0.006 -4.846  0.058
59 H 0.885 -0.746 -3.425  0.049
60 H 2.707 0.309 -6.156  0.073
61 H 3.576 -1.274 -6.033  0.090
62 H 4.328 0.289 -5.638  0.082
63 O 3.067 -1.240 1.516  0.010
64 C 3.151 -1.306 0.299  -0.584
65 N 2.806 -0.274 -0.509  0.184
66 C 3.785 -2.498 -0.353  -0.003
67 H 2.425 0.594 -0.182  0.089
68 H 3.205 -0.311 -1.440  0.045
69 H 4.187 -3.216 0.356  0.077
70 H 4.558 -2.282 -1.090  0.080
71 H 2.969 -3.047 -0.838  0.071
72 O 0.026 1.507 -5.631  0.001
73 C -0.329 2.559 -5.092  -0.558
74 N -0.985 3.465 -5.855  0.163
75 C 0.260 2.960 -3.787  -0.007
76 H -1.256 3.069 -6.740  0.114
77 H -1.271 4.371 -5.535  0.106
78 H 0.722 3.941 -3.958  0.091
79 H 1.106 2.343 -3.496  0.080
80 H -0.409 3.147 -2.946  0.082
81 O -0.827 -4.162 1.805  -0.004
82 C 0.274 -3.800 2.202  -0.595
83 N 0.639 -2.490 2.148  0.188
84 C 1.272 -4.765 2.789  0.001
85 H -0.107 -1.855 1.924  0.097
86 H 1.521 -2.183 2.524  0.081
87 H 2.308 -4.563 2.521  0.078
88 H 1.029 -5.768 2.448  0.077
89 H 1.116 -4.668 3.865  0.091

Computed properties:
total charge: 0
electronic energy: -78422.0877 eV
F_max: 6.1 eV/Å

=====

Molecular formula: C11H10FNO2
Method: DFT, ωB97M-V/def2-TZVPD

Last column: natural (NBO) charge in e.
CARTESIAN COORDINATES (ANGSTROEM)
1 C 0.270 0.597 2.742  -0.124
2 C 0.083 0.178 1.627  0.118
3 N -0.280 -0.456 0.475  -0.302
4 C -1.751 -0.314 0.411  -0.414
5 C 0.223 -1.927 0.407  -0.412
6 C 0.415 0.401 -0.709  0.040
7 C 1.052 1.588 -0.322  -0.262
8 C 1.383 2.481 -1.326  -0.180
9 C 1.336 2.066 -2.698  -0.052
10 C 1.882 3.168 -3.745  0.768
11 O 1.943 2.718 -4.884  -0.713
12 O 2.130 4.233 -3.174  -0.726
13 C 0.783 0.827 -3.034  -0.258
14 C 0.215 -0.021 -2.042  0.357
15 F -0.466 -1.123 -2.351  -0.318
16 H 0.730 1.181 3.442  0.247
17 H -2.061 -0.642 -0.523  0.237
18 H -2.327 -0.714 1.330  0.243
19 H -2.064 0.714 0.298  0.251
20 H -0.032 -2.605 -0.378  0.260
21 H 1.418 -1.898 0.523  0.254
22 H -0.099 -2.449 1.382  0.230
23 H 1.357 1.724 0.623  0.223
24 H 1.962 3.428 -1.156  0.280
25 H 0.981 0.339 -3.954  0.251

Computed properties:
SMILES: C#C[N+](C)(C)c1ccc(C(=O)[O-])cc1F
total charge: 0
electronic energy: -19864.8735 eV
F_max: 4.9 eV/Å
energy relative to the best compared isomer or geometry (same formula, charge and spin): 570.3 kJ/mol

=====

Molecular formula: C6H15BN2
Method: DFT, ωB97M-V/def2-TZVPD

Last column: natural (NBO) charge in e.
CARTESIAN COORDINATES (ANGSTROEM)
1 C -0.335 3.016 -0.180  -0.447
2 C -1.113 2.339 0.642  0.028
3 C -0.926 2.036 2.059  -0.664
4 C -2.602 2.023 0.231  -0.654
5 H -0.692 3.375 -1.137  0.199
6 H 0.704 3.489 0.067  0.206
7 H -1.566 2.695 2.745  0.227
8 H -1.235 1.016 2.406  0.226
9 H 0.171 2.120 2.289  0.225
10 H -3.070 1.827 1.189  0.218
11 H -3.006 2.785 -0.458  0.222
12 H -2.466 1.182 -0.463  0.220
13 N 0.605 -0.285 -0.920  -1.077
14 B 1.633 -1.104 -0.515  0.689
15 N 1.608 -2.520 -0.568  -0.631
16 C 2.286 -3.752 -0.461  -0.204
17 C 0.963 -3.691 -1.159  -0.236
18 H -0.296 -0.644 -1.406  0.377
19 H 0.352 0.693 -0.762  0.419
20 H 2.569 -0.594 0.063  -0.085
21 H 2.530 -4.358 0.394  0.198
22 H 3.081 -3.795 -1.182  0.176
23 H 0.753 -3.681 -2.187  0.190
24 H 0.051 -4.173 -0.686  0.180

Computed properties:
SMILES: C=C(C)C.NBN1CC1
total charge: 0
electronic energy: -10120.4985 eV
F_max: 5.1 eV/Å
energy relative to the best compared isomer or geometry (same formula, charge and spin): 0.0 kJ/mol

=====

Molecular formula: C19H46Cd2N3O7
Method: DFT, ωB97M-V/def2-TZVPD

Last column: Löwdin charge in e.
CARTESIAN COORDINATES (ANGSTROEM)
1 Cd 7.601 -2.936 12.991  1.356
2 Cd 7.001 -5.836 12.073  1.366
3 C 3.192 -3.505 12.859  0.003
4 C 4.618 -3.701 12.439  -0.709
5 O 5.403 -2.709 12.516  -0.163
6 O 4.931 -4.833 11.965  -0.165
7 H 2.592 -3.308 11.971  0.095
8 H 3.110 -2.680 13.560  0.079
9 H 2.808 -4.423 13.301  0.078
10 O 7.284 -4.815 13.900  -0.577
11 H 6.823 -4.907 14.739  -0.089
12 O 7.951 -4.055 11.285  -0.560
13 H 7.323 -3.771 10.607  -0.042
14 C 5.928 0.408 14.828  -0.041
15 C 7.262 -0.264 14.817  -0.415
16 C 8.137 0.171 15.986  -0.235
17 O 8.406 1.532 16.029  -0.157
18 C 9.065 2.035 14.883  -0.094
19 N 7.135 -1.783 14.856  -0.005
20 H 5.321 0.058 15.671  0.097
21 H 5.325 0.154 13.950  0.088
22 H 6.032 1.490 14.872  0.092
23 H 7.818 -0.032 13.906  0.115
24 H 9.082 -0.405 15.935  0.135
25 H 7.631 -0.112 16.915  0.140
26 H 9.894 1.386 14.569  0.097
27 H 9.492 3.006 15.125  0.096
28 H 8.379 2.197 14.044  0.088
29 H 7.517 -2.056 15.763  0.065
30 H 6.134 -1.945 14.972  0.068
31 C 4.443 -7.708 13.927  -0.041
32 C 5.922 -7.939 14.220  -0.399
33 C 6.149 -9.322 14.824  -0.212
34 O 7.509 -9.620 14.750  -0.193
35 C 7.837 -10.996 14.721  -0.075
36 N 6.706 -7.833 12.953  -0.031
37 H 4.058 -8.594 13.400  0.089
38 H 4.284 -6.901 13.211  0.056
39 H 3.872 -7.621 14.847  0.091
40 H 6.281 -7.166 14.899  0.112
41 H 5.524 -10.057 14.303  0.128
42 H 5.784 -9.292 15.860  0.140
43 H 6.960 -11.633 14.612  0.090
44 H 8.356 -11.293 15.637  0.094
45 H 8.535 -11.192 13.904  0.092
46 H 7.608 -8.265 13.194  0.091
47 H 6.353 -8.536 12.299  0.105
48 C 8.921 -3.676 20.763  -0.038
49 C 8.389 -4.437 19.549  -0.532
50 C 8.477 -5.902 19.919  -0.146
51 C 7.894 -6.855 18.868  -0.161
52 C 6.447 -6.446 18.535  -0.117
53 C 6.112 -4.942 18.497  -0.499
54 N 6.981 -4.163 19.378  -0.094
55 O 6.774 -2.762 19.183  -0.018
56 C 6.264 -4.477 17.033  -0.054
57 C 4.661 -4.728 18.922  -0.024
58 C 9.284 -4.092 18.336  -0.006
59 H 9.066 -2.617 20.525  0.084
60 H 9.936 -4.017 20.980  0.089
61 H 8.302 -3.774 21.652  0.091
62 H 9.515 -6.172 20.126  0.128
63 H 7.918 -6.128 20.831  0.130
64 H 7.815 -7.832 19.349  0.112
65 H 8.533 -6.941 17.989  0.101
66 H 5.733 -6.935 19.202  0.117
67 H 6.246 -6.899 17.558  0.099
68 H 5.877 -3.454 16.923  0.075
69 H 7.303 -4.426 16.717  0.060
70 H 5.651 -5.065 16.340  0.077
71 H 3.963 -5.181 18.221  0.091
72 H 4.507 -5.045 19.953  0.095
73 H 4.473 -3.650 18.904  0.078
74 H 8.791 -3.401 17.643  0.058
75 H 9.526 -4.973 17.740  0.078
76 H 10.164 -3.524 18.633  0.083
77 H 6.082 -2.569 19.822  0.103

Computed properties:
total charge: +1
electronic energy: -48374.6939 eV
F_max: 1.5 eV/Å
energy relative to the best compared isomer or geometry (same formula, charge and spin): 0.0 kJ/mol